Formula: C34H26LiN8O4S
Source: the Open Molecules 2025 dataset
Level of theory: wB97M-V/def2-TZVPD

Properties
2S+1 ... 1
Total charge ... -1
Relative energy (zero: lowest compared OMol25 entry of this formula, charge and spin) ... 82.4 kcal/mol

```
74
Properties=species:S:1:pos:R:3:forces:R:3
Li 0.155 1.384 1.805 -0.11 0.27 0.43
O -2.890 3.726 3.234 0.13 0.05 -0.08
C -1.928 3.327 2.584 0.03 -0.11 0.21
N -0.876 2.599 3.020 -0.06 0.20 -0.06
C -0.427 2.739 4.294 -0.11 0.01 -0.17
O -0.338 3.771 4.946 -0.07 -0.18 0.01
C 0.080 1.445 4.918 -0.05 -0.12 -0.03
C 0.743 1.496 6.140 0.05 -0.07 0.07
C 1.145 0.310 6.731 -0.01 0.04 -0.06
C 0.873 -0.888 6.081 0.06 0.04 0.07
C 0.215 -0.837 4.863 -0.05 0.08 -0.11
N -0.180 0.298 4.288 0.14 -0.04 0.03
C -1.944 3.590 1.084 0.15 0.02 -0.05
C -3.155 3.860 0.452 -0.01 0.03 -0.02
C -3.151 4.168 -0.896 0.02 -0.05 0.06
C -1.934 4.217 -1.566 -0.03 0.00 0.01
C -0.782 3.932 -0.855 0.06 -0.01 0.16
N -0.776 3.607 0.441 -0.09 -0.08 -0.11
H 0.919 2.463 6.592 -0.03 -0.02 -0.02
H 1.662 0.317 7.685 -0.03 -0.01 -0.06
H 1.167 -1.841 6.507 -0.02 0.06 -0.04
H -0.008 -1.752 4.318 0.02 0.08 0.02
H -4.060 3.830 1.043 0.01 0.01 -0.01
H -4.078 4.370 -1.418 0.01 0.00 0.00
H -1.879 4.461 -2.620 0.01 0.00 0.02
H 0.187 3.953 -1.345 -0.09 -0.01 0.05
C 2.177 -5.686 -2.789 -0.02 0.06 0.01
C 1.974 -4.302 -2.230 0.01 -0.02 -0.03
C 2.642 -3.212 -2.771 -0.03 0.01 0.01
C 2.433 -1.926 -2.277 -0.02 0.05 0.03
C 1.530 -1.742 -1.246 -0.14 0.05 0.07
C 0.855 -2.818 -0.679 -0.01 0.14 0.00
C 1.090 -4.089 -1.168 0.03 -0.02 0.01
S 1.381 -0.098 -0.513 0.93 0.21 0.24
O -0.736 -0.660 -0.694 -0.43 0.30 -0.12
O 2.704 0.439 -0.862 -0.16 -0.06 0.12
N 1.154 -0.131 1.045 0.29 -0.34 -0.48
C 2.314 -0.265 1.841 -0.12 0.28 -0.16
C 3.184 -1.365 1.813 -0.09 0.06 -0.02
C 4.247 -1.395 2.692 -0.04 0.05 0.05
C 4.428 -0.348 3.591 0.03 -0.07 -0.06
C 3.516 0.689 3.556 -0.18 0.07 -0.07
N 2.491 0.738 2.702 0.00 0.04 0.11
H 3.094 -5.740 -3.377 -0.02 -0.02 0.02
H 1.346 -5.961 -3.442 0.01 -0.01 0.01
H 2.230 -6.433 -1.995 0.01 0.02 -0.01
H 3.350 -3.370 -3.579 -0.04 0.04 0.02
H 2.979 -1.073 -2.659 -0.03 -0.09 0.00
H 0.166 -2.626 0.136 0.03 -0.06 -0.11
H 0.578 -4.938 -0.726 0.00 0.04 -0.01
H 3.019 -2.171 1.113 -0.04 -0.04 -0.07
H 4.931 -2.236 2.689 -0.01 0.01 -0.04
H 5.255 -0.341 4.290 -0.06 0.02 -0.01
H 3.604 1.535 4.234 -0.02 -0.07 -0.04
N -6.626 -1.983 -5.822 0.10 0.04 0.07
C -5.694 -1.552 -5.299 0.07 0.05 0.05
C -4.523 -1.012 -4.662 -0.03 0.00 -0.12
C -4.228 -1.297 -3.327 -0.08 -0.04 0.01
C -3.089 -0.804 -2.732 -0.01 -0.01 0.13
C -2.195 0.006 -3.458 -0.08 -0.01 -0.04
C -2.509 0.312 -4.795 0.03 -0.03 -0.05
C -3.647 -0.197 -5.383 -0.05 -0.04 0.02
N -1.071 0.468 -2.842 0.24 0.12 -0.10
C -0.020 1.184 -3.412 -0.27 -0.03 0.09
C 0.841 1.600 -2.480 0.08 -0.21 0.16
N 0.398 1.163 -1.191 0.14 -0.42 -0.17
C -0.905 0.493 -1.332 0.12 -0.34 0.13
H -4.902 -1.929 -2.761 0.04 0.03 0.01
H -2.845 -1.055 -1.706 -0.02 -0.02 -0.09
H -1.863 0.955 -5.378 0.00 -0.02 0.03
H -3.873 0.039 -6.415 0.01 0.01 0.00
H 0.039 1.360 -4.475 0.00 -0.01 0.06
H 1.775 2.124 -2.590 -0.09 -0.02 -0.01
H -1.740 1.107 -0.963 -0.03 0.12 0.05
```
Positions in Å, forces in eV/Å.

***

Formula: C34H27AsN3O4Ru
Source: the Open Molecules 2025 dataset
Level of theory: wB97M-V/def2-TZVPD

Properties
2S+1 ... 6
Expectation value of S² ... 8.81
Relative energy (zero: lowest compared OMol25 entry of this formula, charge and spin) ... 0.0 kcal/mol

```
70
Properties=species:S:1:pos:R:3:forces:R:3
Ru -0.029 0.490 0.040 0.00 0.56 0.32
O 1.819 0.993 -0.039 0.18 -0.24 0.00
C 2.941 0.241 -0.108 -0.28 0.12 -0.04
C 4.122 0.898 -0.389 0.08 0.06 -0.02
C 5.322 0.209 -0.503 0.07 -0.08 0.00
C 5.348 -1.185 -0.344 0.03 0.14 -0.02
C 4.193 -1.858 -0.061 -0.08 0.02 0.04
C 2.937 -1.184 0.084 0.08 0.02 -0.06
C 1.818 -1.930 0.371 -0.48 0.14 0.05
N 0.504 -1.364 0.491 0.53 -0.26 -0.16
N -0.423 -2.228 0.877 -0.15 0.10 -0.06
C -1.618 -1.663 0.852 -0.19 -0.26 0.05
O -1.773 -0.425 0.484 -0.01 0.04 0.03
C -2.813 -2.450 1.208 0.15 0.12 0.00
C -2.695 -3.767 1.647 -0.01 -0.08 0.00
C -3.832 -4.499 1.946 0.04 0.01 -0.01
C -5.090 -3.924 1.809 -0.03 0.01 0.00
C -5.209 -2.612 1.373 0.04 0.00 -0.01
C -4.073 -1.874 1.073 -0.06 0.00 0.02
H 4.079 1.971 -0.527 0.00 -0.01 0.00
H 6.233 0.751 -0.721 0.00 -0.01 0.00
H 6.280 -1.727 -0.443 0.00 0.01 0.00
H 4.205 -2.935 0.064 -0.02 0.01 0.00
H 1.857 -3.005 0.466 -0.06 -0.01 0.01
H -1.711 -4.206 1.738 -0.01 0.01 0.00
H -3.738 -5.522 2.285 0.00 0.00 0.00
H -5.976 -4.499 2.045 0.00 0.00 -0.01
H -6.188 -2.162 1.263 0.00 0.00 0.00
H -4.151 -0.852 0.727 -0.01 0.00 0.00
N -0.221 1.480 2.220 0.02 -0.06 -0.06
C -1.153 2.600 2.042 0.05 -0.10 0.18
C -1.073 3.184 0.637 0.07 -0.21 -0.41
O -1.338 4.346 0.446 -0.04 0.08 0.03
O -0.763 2.331 -0.317 -0.03 0.14 0.23
H -0.506 0.848 2.958 0.01 0.04 0.01
H 0.723 1.798 2.407 -0.03 0.01 0.05
H -1.002 3.407 2.757 -0.01 0.00 0.03
H -2.168 2.218 2.164 -0.01 0.01 0.00
C -2.463 1.528 -6.781 0.02 0.00 0.03
C -2.817 0.264 -6.332 0.01 -0.02 0.03
C -2.366 -0.193 -5.099 0.02 0.02 -0.14
C -1.555 0.622 -4.319 -0.09 0.02 0.03
C -1.213 1.896 -4.760 -0.04 0.02 -0.03
C -1.660 2.343 -5.994 -0.01 -0.02 -0.01
As -0.894 0.053 -2.584 0.40 -0.42 -0.06
C -1.297 -1.840 -2.511 -0.14 0.13 -0.01
C -2.507 -2.418 -2.158 0.02 -0.02 -0.03
C -2.593 -3.797 -2.015 0.03 -0.01 -0.02
C -1.462 -4.584 -2.206 -0.02 0.04 0.00
C -0.248 -4.004 -2.544 0.00 -0.01 0.02
C -0.157 -2.626 -2.702 0.14 -0.01 -0.03
C 1.074 -1.872 -3.029 -0.05 -0.14 0.02
C 2.323 -2.425 -3.288 0.01 -0.02 0.02
C 3.398 -1.597 -3.569 -0.02 0.03 0.00
C 3.238 -0.215 -3.591 0.00 -0.04 -0.01
C 1.997 0.346 -3.324 0.01 -0.03 0.02
C 0.921 -0.485 -3.052 -0.12 0.13 -0.08
H -2.816 1.880 -7.742 0.00 0.00 0.01
H -3.443 -0.374 -6.942 0.00 0.01 0.00
H -2.632 -1.187 -4.762 -0.01 0.00 0.02
H -0.606 2.546 -4.140 0.00 0.00 0.02
H -1.388 3.333 -6.338 0.00 0.00 0.00
H -3.379 -1.801 -1.975 0.00 0.00 -0.01
H -3.533 -4.254 -1.735 0.00 0.00 0.01
H -1.527 -5.657 -2.080 0.00 0.00 0.00
H 0.628 -4.628 -2.673 -0.01 0.00 -0.01
H 2.463 -3.499 -3.263 0.00 0.01 -0.01
H 4.372 -2.029 -3.764 0.00 0.01 0.00
H 4.086 0.425 -3.799 0.00 -0.01 0.01
H 1.882 1.423 -3.307 -0.01 0.01 -0.01
```
Positions in Å, forces in eV/Å.

***

Formula: C34H28BCrN4PS2
Source: the Open Molecules 2025 dataset
Level of theory: wB97M-V/def2-TZVPD

Properties
2S+1 ... 2
Total charge ... -1
Expectation value of S² ... 0.77
Relative energy (zero: lowest compared OMol25 entry of this formula, charge and spin) ... 12.6 kcal/mol

```
71
Properties=species:S:1:pos:R:3:forces:R:3
Cr -0.089 1.145 0.344 -0.65 1.62 0.73
C -0.713 -4.570 2.667 0.01 0.03 0.01
C -1.118 -4.732 1.352 0.02 0.05 -0.05
C -0.920 -3.712 0.425 0.08 -0.14 -0.01
C -0.328 -2.504 0.790 -0.09 -0.03 0.02
C 0.103 -2.371 2.115 -0.08 -0.02 -0.13
C -0.087 -3.388 3.040 0.00 0.07 -0.03
P 0.021 -1.123 -0.416 0.35 -0.58 0.03
C -0.769 -1.738 -1.941 -0.07 0.16 -0.07
C -0.123 -1.638 -3.171 -0.04 -0.02 -0.03
C -0.750 -2.058 -4.338 0.02 0.02 0.04
C -2.034 -2.579 -4.289 0.02 -0.02 0.02
C -2.703 -2.646 -3.075 -0.01 0.08 0.08
C -2.083 -2.208 -1.911 -0.10 0.11 -0.15
C 1.807 -1.416 -0.584 -0.08 0.05 -0.05
C 2.446 -2.391 -1.299 0.22 -0.10 0.05
C 3.845 -2.557 -1.153 -0.15 0.00 -0.02
C 4.539 -1.782 -0.266 -0.01 0.01 0.03
C 3.889 -0.786 0.506 0.03 0.00 0.02
C 4.572 -0.007 1.473 -0.01 -0.05 -0.07
C 3.874 0.906 2.206 -0.11 0.06 0.03
C 2.494 1.138 1.982 0.01 -0.07 0.11
C 1.778 0.457 1.020 0.04 -0.32 -0.12
C 2.501 -0.569 0.316 0.07 0.08 0.09
H -0.876 -5.360 3.393 0.02 0.05 -0.05
H -1.587 -5.658 1.035 0.03 0.07 0.01
H -1.217 -3.886 -0.601 0.03 -0.04 0.12
H 0.611 -1.470 2.418 0.05 0.17 0.04
H 0.251 -3.248 4.062 -0.02 0.00 -0.09
H 0.873 -1.217 -3.218 0.05 0.00 -0.01
H -0.234 -1.971 -5.288 0.00 0.00 0.05
H -2.517 -2.921 -5.197 0.00 0.02 0.02
H -3.721 -3.020 -3.032 0.06 0.03 0.01
H -2.632 -2.217 -0.976 0.00 0.00 -0.06
H 1.890 -3.052 -1.952 0.00 -0.01 -0.02
H 4.358 -3.322 -1.727 -0.04 0.05 0.02
H 5.608 -1.929 -0.130 -0.07 0.02 -0.01
H 5.637 -0.150 1.621 -0.03 -0.02 -0.01
H 4.387 1.498 2.957 -0.03 -0.01 -0.02
H 2.007 1.916 2.553 0.03 0.04 0.01
B -3.774 0.708 0.128 -0.01 0.01 0.02
N -2.979 0.541 1.471 0.07 -0.11 -0.08
C -3.614 0.453 2.649 0.02 -0.04 -0.09
C -2.675 0.361 3.658 0.06 0.01 0.09
C -1.454 0.421 2.986 0.01 -0.12 0.01
N -1.644 0.513 1.668 -0.22 0.09 0.21
N -2.849 0.869 -1.118 0.30 0.16 0.16
C -3.319 0.728 -2.361 -0.04 -0.01 0.03
C -2.374 1.184 -3.260 0.05 0.04 -0.08
C -1.313 1.603 -2.460 -0.28 0.17 0.12
N -1.608 1.439 -1.160 0.02 -0.75 -0.31
H -4.474 1.697 0.251 0.07 -0.11 -0.04
H -4.454 -0.293 -0.071 0.13 0.15 0.05
H -4.694 0.472 2.685 0.14 -0.01 -0.03
H -2.844 0.283 4.721 0.01 0.01 -0.13
H -0.453 0.431 3.390 -0.03 0.00 -0.06
H -4.310 0.325 -2.520 0.12 0.04 0.04
H -2.441 1.207 -4.337 0.02 -0.02 0.14
H -0.368 2.042 -2.738 -0.03 -0.08 0.06
S -0.280 3.044 1.652 0.22 -0.39 -0.62
C 0.781 4.269 0.958 0.05 0.23 0.12
C 0.911 5.524 1.571 0.01 -0.13 -0.08
C 1.704 6.522 1.019 -0.08 -0.12 0.06
C 2.390 6.267 -0.166 -0.05 -0.07 -0.03
C 2.282 5.026 -0.774 0.01 -0.06 0.02
C 1.484 4.007 -0.227 0.12 0.02 -0.02
S 1.401 2.447 -1.018 -0.13 -0.17 -0.12
H 0.370 5.699 2.496 0.02 0.02 -0.06
H 1.785 7.488 1.507 -0.01 -0.09 -0.03
H 3.006 7.039 -0.617 -0.02 -0.06 0.02
H 2.818 4.819 -1.696 -0.05 0.02 0.11
```
Positions in Å, forces in eV/Å.

***

Formula: C34H28Cl3FeN5O2
Source: the Open Molecules 2025 dataset
Level of theory: wB97M-V/def2-TZVPD

Properties
2S+1 ... 1
Total charge ... -2
Relative energy (zero: lowest compared OMol25 entry of this formula, charge and spin) ... 37.2 kcal/mol

```
73
Properties=species:S:1:pos:R:3:forces:R:3
Fe -0.168 0.038 -0.197 -0.11 -0.05 0.05
Cl -4.686 -2.844 -4.563 0.01 0.01 0.01
C -4.016 -2.063 -3.149 0.04 -0.01 -0.04
C -2.661 -1.733 -3.155 0.00 -0.01 -0.04
C -2.094 -1.115 -2.051 0.09 0.03 0.07
N -0.782 -0.654 -1.945 0.01 -0.05 -0.18
C -0.238 -0.065 -3.023 -0.06 0.00 -0.01
O -0.335 -0.361 -4.215 0.04 -0.01 0.04
C 0.356 1.274 -2.646 0.01 -0.02 0.05
C 0.925 2.104 -3.594 -0.01 -0.01 -0.02
C 1.202 3.418 -3.251 -0.01 -0.01 0.02
C 0.857 3.858 -1.984 0.01 0.00 -0.02
C 0.310 2.957 -1.083 -0.03 -0.02 0.04
N 0.095 1.676 -1.390 0.01 0.01 -0.10
C -2.893 -0.829 -0.911 -0.11 -0.01 0.01
C -4.243 -1.160 -0.929 -0.01 0.01 -0.02
C -4.796 -1.777 -2.049 -0.05 0.00 0.04
Cl -6.499 -2.175 -2.018 0.02 0.00 -0.01
N -2.184 -0.298 0.160 0.10 0.03 0.04
C -2.536 -0.659 1.399 0.07 0.03 -0.04
O -3.648 -0.903 1.874 -0.04 -0.02 0.03
C -1.312 -0.960 2.239 -0.01 0.01 -0.05
C -1.400 -1.167 3.605 -0.01 0.00 0.01
C -0.269 -1.570 4.288 0.00 0.01 0.01
C 0.903 -1.787 3.576 0.00 0.01 -0.02
C 0.904 -1.564 2.211 0.00 -0.01 -0.01
N -0.179 -1.151 1.550 0.01 0.03 0.01
H -2.052 -1.951 -4.018 -0.01 0.00 0.00
H 1.103 1.698 -4.579 0.01 0.01 0.00
H 1.657 4.093 -3.967 0.00 0.00 0.00
H 1.017 4.882 -1.674 0.00 0.00 0.00
H 0.036 3.259 -0.078 0.02 0.00 0.01
H -4.859 -0.940 -0.072 0.00 0.00 0.00
H -2.351 -0.997 4.088 0.00 0.00 0.00
H -0.295 -1.712 5.362 0.00 0.00 0.00
H 1.813 -2.104 4.067 0.00 -0.01 0.00
H 1.793 -1.701 1.610 0.00 0.01 0.01
C 3.190 0.894 2.507 0.00 -0.06 0.00
N 3.760 1.757 1.494 0.01 0.03 -0.03
C 5.195 1.619 1.440 0.01 0.00 -0.01
C 3.061 1.672 0.207 -0.04 -0.07 0.04
C 3.007 0.309 -0.465 0.00 0.03 -0.02
C 4.206 -0.199 -0.982 -0.01 0.01 0.02
C 4.280 -1.470 -1.526 0.02 0.00 -0.01
C 3.126 -2.242 -1.561 -0.01 -0.03 -0.01
C 1.929 -1.711 -1.101 0.01 0.07 0.01
C 1.797 -0.413 -0.558 0.01 -0.01 0.00
H 3.587 1.174 3.486 0.00 0.00 0.00
H 3.425 -0.169 2.326 0.00 0.00 0.02
H 2.105 1.007 2.539 0.01 0.02 -0.01
H 5.623 1.951 2.391 -0.01 0.00 0.01
H 5.601 2.249 0.644 0.00 0.01 0.01
H 5.538 0.586 1.263 0.00 0.00 0.01
H 3.519 2.413 -0.457 0.02 0.00 -0.02
H 2.041 1.995 0.403 -0.01 0.01 -0.01
H 5.098 0.419 -0.963 0.00 0.00 -0.01
H 5.217 -1.847 -1.922 0.00 0.00 0.00
H 3.149 -3.245 -1.976 0.01 0.00 0.00
H 1.037 -2.324 -1.191 -0.01 0.01 0.00
Cl 1.448 6.005 6.361 0.00 -0.01 -0.02
C 0.881 4.877 5.124 -0.02 0.00 0.01
C -0.405 4.348 5.190 0.00 0.01 0.02
C -0.851 3.468 4.232 0.01 0.00 -0.02
C -0.037 3.042 3.120 0.01 -0.03 0.02
C -0.503 2.141 2.178 -0.04 0.08 -0.10
C 1.277 3.632 3.099 0.01 0.03 0.03
C 1.710 4.509 4.069 0.03 -0.01 -0.03
H -1.061 4.633 6.006 0.00 0.00 0.00
H -1.857 3.070 4.311 0.00 0.00 0.00
H -1.541 1.834 2.175 0.02 -0.04 0.02
H 0.087 1.883 1.300 0.05 -0.01 0.17
H 1.968 3.372 2.305 -0.02 -0.01 -0.01
H 2.714 4.917 4.006 0.00 0.01 0.01
```
Positions in Å, forces in eV/Å.

***

Which of these has the highest 2S+1?
C34H27AsN3O4Ru

***

The highest 2S+1 belongs to which entry?
C34H27AsN3O4Ru

***

Look up the relative energy (zero: lowest compared OMol25 entry of this formula, charge and spin) of the fourth one.
37.2 kcal/mol

***

Among the records above, which one has the lowest relative energy (zero: lowest compared OMol25 entry of this formula, charge and spin)?
C34H27AsN3O4Ru